{"formula": "C5H9N", "method": "ωB97M-V/def2-TZVPD", "homo_lumo_gap_ev": 8.5, "e_lumo_ha": 0.0374, "smiles": "C=C/C=C/NC", "homo_energy_ev": -7.45, "symbols": ["C", "N", "C", "C", "C", "C", "H", "H", "H", "H", "H", "H", "H", "H", "H"], "xyz": [[1.474, -0.434, -2.465], [0.299, -0.502, -1.559], [0.444, -0.068, -0.203], [-0.684, 0.200, 0.488], [-0.575, 0.410, 1.920], [-1.656, 0.571, 2.704], [1.739, -1.474, -2.694], [2.404, -0.069, -1.938], [1.239, 0.197, -3.352], [-0.631, -0.155, -1.773], [1.354, -0.469, 0.212], [-1.655, 0.170, 0.006], [0.422, 0.686, 2.275], [-1.538, 0.821, 3.752], [-2.635, 0.115, 2.629]], "atomic_forces_ev_per_a": [[-0.3, 0.0, 0.5], [0.7, 1.2, 1.9], [-1.5, -2.3, -1.9], [1.8, -0.4, 0.7], [-1.4, 1.2, -0.2], [0.7, -1.0, 1.6], [-0.2, 0.3, -0.7], [-1.2, 0.2, -0.4], [0.5, -0.7, 0.5], [0.6, -0.2, -1.5], [0.5, 0.9, 0.6], [0.0, 0.2, 0.0], [-0.3, -0.1, 0.1], [0.5, 0.2, 0.1], [-0.2, 0.4, -1.2]], "mulliken_charge": [-0.73, -0.24, -0.05, -0.34, -0.17, -0.84, 0.26, 0.27, 0.28, 0.23, 0.30, 0.25, 0.25, 0.28, 0.26]}

=====

{"formula": "CHIOS2", "method": "ωB97M-V/def2-TZVPD", "homo_lumo_gap_ev": 7.5, "e_lumo_ha": -0.0169, "homo_energy_ev": -7.98, "symbols": ["C", "O", "S", "S", "I", "H"], "xyz": [[2.562, 0.547, 0.140], [0.051, -0.479, 0.389], [2.569, -0.218, 1.788], [1.606, -1.056, 0.233], [4.322, 0.474, -1.155], [-0.220, -0.347, -0.482]], "atomic_forces_ev_per_a": [[-0.7, 0.0, -0.6], [1.7, -1.1, 2.3], [0.3, -0.4, 0.0], [0.0, 1.2, 0.4], [-0.1, -0.4, 0.4], [-1.1, 0.7, -2.6]], "mulliken_charge": [-0.21, -0.38, 0.00, 0.30, -0.04, 0.33]}

=====

{"formula": "BrClO3S", "method": "ωB97M-V/def2-TZVPD", "homo_lumo_gap_ev": [8.3, 6.7], "e_lumo_ha": [-0.1177, -0.1426], "homo_energy_ev": [-11.46, -10.58], "symbols": ["O", "O", "O", "S", "Cl", "Br"], "xyz": [[-0.547, 0.185, 1.341], [-0.898, -0.926, -0.885], [1.063, 0.756, -0.735], [-0.501, 0.203, -0.083], [2.303, 1.464, 0.211], [-3.779, 0.310, 0.154]], "atomic_forces_ev_per_a": [[0.5, -0.1, 0.4], [0.6, 0.3, 0.3], [-0.3, -0.4, 0.5], [0.4, 0.7, -0.8], [-1.1, -0.5, -0.2], [-0.2, 0.0, 0.0]], "mulliken_charge": [-0.35, -0.37, -0.28, 0.89, 0.08, 0.02]}

=====

{"formula": "C3H10N2O", "method": "ωB97M-V/def2-TZVPD", "homo_lumo_gap_ev": 9.2, "e_lumo_ha": 0.0318, "smiles": "C=CN.NCO", "homo_energy_ev": -8.29, "symbols": ["C", "C", "N", "H", "H", "H", "H", "H", "H", "N", "C", "O", "H", "H", "H", "H"], "xyz": [[-1.230, 0.382, 3.743], [-1.585, 0.149, 2.474], [-1.551, -0.449, 4.814], [-0.944, 1.366, 4.103], [-0.959, 0.511, 1.656], [-2.168, -0.683, 2.095], [0.340, -1.325, -4.095], [-1.924, -1.369, 4.706], [-1.855, 0.072, 5.622], [1.706, 0.728, -2.496], [1.816, -0.184, -3.596], [0.570, -0.421, -4.262], [2.416, 0.647, -1.792], [0.775, 0.870, -2.140], [2.384, -1.059, -3.256], [2.386, 0.223, -4.440]], "atomic_forces_ev_per_a": [[-1.9, -0.6, 0.4], [1.4, -0.5, -1.3], [0.4, 1.2, 0.3], [0.9, -0.2, -0.4], [-0.5, 1.0, 0.3], [0.0, -0.4, 0.7], [-0.5, -0.7, 0.1], [-0.3, -0.1, -0.4], [0.0, -0.5, 0.2], [-0.4, 0.8, -0.2], [0.6, 0.3, -1.2], [0.5, 0.1, 1.0], [-0.1, -0.2, 0.2], [0.0, -0.2, 0.0], [-0.6, -0.5, -0.3], [0.4, 0.4, 0.5]], "mulliken_charge": [0.05, -0.74, -0.42, 0.28, 0.18, 0.24, 0.30, 0.20, 0.21, -0.47, -0.17, -0.51, 0.20, 0.21, 0.25, 0.19]}